# 1
Formula: C20H21N3O5
Source: the OMol25 dataset
Level of theory: wB97M-V/def2-TZVPD

Structure (XYZ):
```
49
Properties=species:S:1:pos:R:3:forces:R:3
C 3.7008 -0.7679 4.4651 0.0 0.3 0.4
O 4.1047 -1.7514 3.5373 0.0 -0.2 -0.3
C 3.4379 -1.9646 2.3760 0.1 -0.2 -0.2
C 4.0169 -2.9409 1.5652 -0.1 0.3 0.3
C 3.4754 -3.2975 0.3507 -0.4 0.2 -0.2
C 2.3179 -2.6688 -0.1001 0.4 0.2 0.8
C 1.7251 -3.0337 -1.3642 -0.4 -0.2 -0.9
N 0.6839 -2.4403 -1.7963 0.3 0.0 0.8
N 0.1354 -2.7972 -2.9650 0.5 -0.8 -0.7
C -1.0293 -2.2572 -3.4448 -0.1 0.0 0.0
O -1.5531 -2.7236 -4.4352 -0.1 0.0 0.0
C -1.5778 -1.1156 -2.6693 -0.2 0.3 0.1
C -2.9507 -1.0535 -2.4502 0.2 -0.1 -0.1
C -3.4992 -0.0245 -1.7091 0.1 0.3 0.1
C -2.6824 0.9715 -1.1889 0.2 -0.4 -0.4
C -1.3046 0.9218 -1.4301 -0.4 -0.1 0.0
C -0.7566 -0.1123 -2.1671 -0.3 0.2 0.0
N -0.5020 1.9091 -0.8572 0.4 -0.2 -0.1
C -0.9890 2.9831 -0.1891 -0.1 -0.1 0.1
O -0.2660 3.7591 0.3952 0.0 0.2 0.1
C -2.5062 3.1764 -0.3098 -0.1 0.8 0.0
C -2.7364 4.0212 -1.5728 0.0 -0.3 0.2
C -3.0402 3.8822 0.9327 0.2 -0.2 -0.3
O -3.2264 1.9464 -0.4195 0.0 -0.2 0.2
C 1.7302 -1.6849 0.7017 0.1 -0.1 -0.1
C 2.2589 -1.3260 1.9284 0.0 0.1 0.1
O 1.6870 -0.3817 2.7417 0.4 -0.4 0.0
C 0.5426 0.3002 2.2913 -0.2 0.1 -0.1
H 3.7097 0.2309 4.0250 0.0 -0.1 0.0
H 4.4381 -0.8187 5.2663 -0.1 0.0 0.0
H 2.7085 -0.9760 4.8689 0.1 0.0 0.0
H 4.9142 -3.4130 1.9327 0.1 0.0 0.1
H 3.9491 -4.0604 -0.2482 0.1 -0.1 -0.1
H 2.2059 -3.8427 -1.9273 -0.1 0.0 0.0
H 0.5205 -3.5863 -3.4930 -0.2 0.3 0.1
H -3.5806 -1.8266 -2.8611 -0.1 -0.1 -0.1
H -4.5584 0.0230 -1.5148 -0.1 0.0 0.0
H 0.3075 -0.1316 -2.3409 0.1 0.0 0.0
H 0.5033 1.8006 -0.9114 -0.1 0.1 0.1
H -3.8004 4.2101 -1.6938 -0.1 0.0 0.0
H -2.3738 3.4937 -2.4539 0.0 0.0 -0.1
H -2.2109 4.9678 -1.4839 0.1 0.1 0.0
H -2.9606 3.2208 1.7918 0.0 0.0 0.1
H -2.4527 4.7757 1.1199 0.0 0.1 0.0
H -4.0831 4.1477 0.7882 -0.1 0.0 0.0
H 0.8303 -1.2247 0.3290 -0.1 0.1 0.0
H 0.7535 0.8867 1.3928 0.0 0.0 0.0
H -0.2895 -0.3835 2.0964 0.0 0.0 0.0
H 0.2727 0.9771 3.1005 0.0 0.0 -0.1
```
Positions in Å, forces in eV/Å.

frontier orbital gap = 0.303 hartree
net charge = 0
spin multiplicity = 1
SMILES string = COc1ccc(/C=N/NC(=O)c2ccc3c(c2)NC(=O)C(C)(C)O3)cc1OC

---

# 2
Formula: C20H21N3O7RhSe
Source: the OMol25 dataset
Level of theory: wB97M-V/def2-TZVPD

Structure (XYZ):
```
53
Properties=species:S:1:pos:R:3:forces:R:3
Rh 1.0191 -0.7270 0.5783 2.8 -0.4 2.1
N 1.6063 1.4702 -0.2908 -1.1 -0.7 0.1
C 2.8050 1.9964 0.3621 0.7 -0.2 0.3
C 3.6967 0.8713 0.9311 -0.8 0.5 -0.1
O 4.8971 1.0643 1.0804 0.2 0.1 0.0
N 2.9949 -0.1943 1.3158 -2.1 0.3 -1.2
C 3.6759 -1.2577 1.9597 -0.1 -2.2 -0.2
C 3.2266 -2.6662 1.3281 3.5 2.9 1.9
O 4.0757 -3.5308 1.3042 -0.3 -1.1 -0.3
O 2.0395 -2.6833 0.9651 -4.1 0.3 -1.4
H 1.7891 1.3000 -1.2787 -0.2 0.0 0.2
H 0.8425 2.1369 -0.2084 0.0 -0.2 -0.2
H 2.5069 2.6091 1.2173 0.0 -0.1 -0.1
H 3.4110 2.6238 -0.3040 -0.2 -0.2 0.1
H 3.3630 -1.3516 3.0061 0.2 0.2 0.1
H 4.7644 -1.1647 1.8860 -0.3 0.1 0.1
C -4.2749 4.7269 0.9887 -0.1 0.0 0.0
C -3.3359 3.6018 1.2993 0.1 0.0 0.0
C -2.9245 2.7167 0.3180 -0.1 0.1 0.2
C -2.1008 1.6339 0.6005 0.1 0.0 0.2
C -1.7800 0.6774 -0.4947 0.3 -0.2 -0.1
C -1.6343 1.4466 1.9108 0.1 0.3 -0.6
Se -0.4057 0.0479 2.4225 0.5 -0.2 -0.1
C -2.0599 2.3335 2.9171 0.3 -0.2 0.0
C -1.6190 2.1367 4.3318 0.1 -0.1 0.0
C -2.8885 3.3922 2.5976 -0.2 0.0 -0.3
H -4.3548 4.8805 -0.0838 0.0 0.1 -0.1
H -3.9455 5.6523 1.4576 0.0 0.1 0.0
H -5.2718 4.4961 1.3669 -0.1 0.1 0.0
H -3.2698 2.8560 -0.6974 0.0 0.0 -0.1
H -1.9750 1.1029 -1.4764 0.0 0.1 -0.1
H -2.3789 -0.2264 -0.3779 0.1 -0.1 0.0
H -0.7279 0.3562 -0.4392 -0.6 0.2 -0.3
H -0.5331 2.2117 4.3963 0.1 -0.1 0.1
H -1.9012 1.1368 4.6662 0.0 0.0 0.2
H -2.0684 2.8786 4.9866 0.0 0.0 0.1
H -3.2014 4.0728 3.3781 0.0 0.0 0.1
O -2.2009 -3.2733 -0.9063 0.0 -0.2 0.0
C -1.1132 -2.7212 -0.8129 0.0 -0.2 -0.8
O -0.7722 -1.9482 0.1279 1.0 1.3 0.9
C -0.1109 -2.9085 -1.9539 -0.1 0.3 0.3
C 1.0216 -2.1109 -2.0546 0.1 -0.1 0.4
C 1.8930 -2.2439 -3.1252 0.0 0.1 0.0
C 1.6251 -3.1728 -4.1128 -0.2 -0.3 -0.3
C 0.4914 -3.9800 -4.0069 0.3 1.2 1.3
C -0.3761 -3.8565 -2.9270 0.1 -0.1 -0.4
N 0.2221 -4.9420 -5.0241 -0.3 -1.2 -1.3
O 0.9726 -4.9804 -5.9975 -0.4 0.0 0.5
O -0.7429 -5.6845 -4.8892 0.5 0.4 0.0
H 1.2396 -1.3942 -1.2240 0.0 -0.6 -1.5
H 2.7813 -1.6301 -3.1915 0.0 0.0 0.0
H 2.2618 -3.3023 -4.9755 0.1 0.1 0.1
H -1.2554 -4.4783 -2.8469 0.0 0.1 0.1
```
Positions in Å, forces in eV/Å.

frontier orbital gap (alpha / beta) = 0.221 / 0.222 hartree
net charge = -1
spin multiplicity = 1

---

# 3
Formula: C20H21N3OS
Source: the OMol25 dataset
Level of theory: wB97M-V/def2-TZVPD

Structure (XYZ):
```
46
Properties=species:S:1:pos:R:3:forces:R:3
C -5.5824 -1.2836 -0.1140 -0.1 0.2 0.1
C -5.3325 -0.4626 1.1439 0.1 -0.2 0.0
C -3.9444 -0.7380 1.7358 -0.2 0.1 0.0
C -2.8608 -0.2955 0.7999 0.1 -0.2 0.1
C -2.6241 1.0822 0.5956 0.5 0.3 -0.4
C -1.6475 1.4791 -0.2819 -0.5 -0.4 0.1
C -1.3729 2.9396 -0.4359 0.1 0.2 0.0
O -2.2285 3.7404 -0.7555 -0.1 -0.1 0.0
N -0.0930 3.3713 -0.2130 -0.3 0.7 0.1
N 1.0422 2.6933 0.0858 1.0 -0.5 0.1
C 1.0307 1.6653 0.8436 -0.9 0.6 0.0
C 2.2094 0.8872 1.0203 0.9 -0.5 0.0
C 2.3549 -0.2450 1.7839 -0.4 0.6 -0.3
C 3.6389 -0.8034 1.6936 0.5 0.0 -0.2
C 4.4735 -0.1084 0.8647 -0.3 0.2 0.1
C 5.8800 -0.4341 0.4980 0.0 -0.1 -0.2
C 5.9551 -1.0320 -0.9090 0.1 0.0 0.2
S 3.6762 1.2615 0.1702 -0.2 -0.4 0.4
C -0.9410 0.4906 -1.0210 -0.3 -0.4 0.2
C 0.0139 0.7721 -2.0167 0.2 -0.1 -0.2
C 0.7025 -0.2434 -2.6214 0.0 0.4 0.0
C 0.4594 -1.5794 -2.2704 -0.1 -0.2 0.1
C -0.4901 -1.8886 -1.3373 0.2 0.0 -0.2
C -1.2205 -0.8661 -0.6982 0.3 0.6 -0.3
N -2.1601 -1.2206 0.2008 -0.3 -0.4 0.3
H -5.5106 -2.3464 0.1050 0.0 -0.1 0.0
H -4.8469 -1.0448 -0.8786 0.0 0.0 -0.1
H -6.5734 -1.0777 -0.5121 -0.1 0.0 -0.1
H -5.4231 0.6003 0.9094 -0.1 0.0 0.1
H -6.0879 -0.7054 1.8945 0.0 0.1 0.0
H -3.8294 -1.8070 1.9175 0.1 0.0 0.0
H -3.8455 -0.2032 2.6836 0.0 0.0 0.0
H -3.1833 1.8187 1.1531 -0.1 0.1 0.0
H 0.0867 4.3314 -0.4899 -0.2 -0.3 0.0
H 0.1427 1.3018 1.3661 0.0 0.1 -0.1
H 1.5594 -0.6558 2.3799 -0.2 -0.1 0.1
H 3.9404 -1.6899 2.2229 0.1 -0.2 0.1
H 6.4883 0.4721 0.5336 0.1 -0.1 0.1
H 6.2798 -1.1469 1.2220 0.0 0.1 0.0
H 5.3631 -1.9425 -0.9649 -0.1 -0.1 0.0
H 5.5696 -0.3233 -1.6379 0.0 0.0 -0.1
H 6.9850 -1.2693 -1.1628 0.1 0.0 -0.1
H 0.1984 1.7971 -2.3027 0.1 0.1 0.0
H 1.4396 -0.0182 -3.3776 0.1 0.0 -0.1
H 1.0218 -2.3639 -2.7552 0.0 -0.1 0.0
H -0.7137 -2.9089 -1.0679 0.0 -0.1 0.0
```
Positions in Å, forces in eV/Å.

frontier orbital gap = 0.299 hartree
net charge = 0
spin multiplicity = 1
SMILES string = CCCc1cc(C(=O)N/N=C/c2ccc(CC)s2)c2ccccc2n1

---

# 4
Formula: C20H21N7RhS
Source: the OMol25 dataset
Level of theory: wB97M-V/def2-TZVPD

Structure (XYZ):
```
50
Properties=species:S:1:pos:R:3:forces:R:3
Rh -0.0014 0.1820 -0.2756 0.0 0.7 -1.1
C 2.9577 -1.6676 -0.5188 -0.1 0.1 0.1
C 3.1792 -0.1912 -0.4698 -0.1 0.3 -0.1
C 4.4825 0.2871 -0.4547 0.0 0.0 -0.1
C 4.7204 1.6439 -0.4928 0.1 0.0 0.0
C 3.6411 2.5102 -0.5213 0.0 0.1 0.0
C 2.3659 1.9937 -0.4905 0.0 -0.2 0.1
N 2.1244 0.6630 -0.4754 -0.1 -1.4 0.5
C 1.1736 2.8346 -0.4752 -0.1 0.1 0.0
C 1.1993 4.2144 -0.5008 0.0 0.1 0.0
C 0.0040 4.9121 -0.5178 0.0 0.0 0.1
C -1.1930 4.2167 -0.5194 0.0 0.1 0.0
C -1.1710 2.8372 -0.4844 0.1 0.1 0.0
N 0.0004 2.1706 -0.4503 0.0 -0.2 0.4
C -2.3652 1.9987 -0.4942 0.0 -0.2 0.1
C -3.6395 2.5181 -0.5189 0.0 0.1 0.0
C -4.7207 1.6539 -0.4885 -0.1 0.1 0.0
C -4.4849 0.2965 -0.4569 0.0 0.0 -0.1
C -3.1826 -0.1845 -0.4727 0.1 0.4 -0.1
C -2.9641 -1.6612 -0.5184 0.1 0.1 0.1
N -2.1261 0.6677 -0.4809 0.1 -1.4 0.6
H 3.9022 -2.1902 -0.6394 0.0 0.0 0.0
H 2.3351 -1.9071 -1.3819 0.2 -0.1 -0.1
H 2.5000 -2.0142 0.4110 0.0 -0.1 0.0
H 5.3015 -0.4182 -0.4345 0.0 0.0 0.0
H 5.7312 2.0303 -0.5041 0.0 0.0 0.0
H 3.8038 3.5759 -0.5664 0.0 0.0 0.0
H 2.1342 4.7532 -0.5007 0.0 0.0 0.0
H 0.0049 5.9943 -0.5189 0.0 0.0 0.0
H -2.1261 4.7581 -0.5344 0.0 0.0 0.0
H -3.7982 3.5848 -0.5557 0.0 0.0 0.0
H -5.7307 2.0426 -0.4932 0.0 0.0 0.0
H -5.3055 -0.4071 -0.4393 0.0 0.0 0.0
H -3.9098 -2.1818 -0.6376 0.0 0.0 0.0
H -2.5071 -2.0066 0.4122 0.0 -0.1 0.0
H -2.3410 -1.9056 -1.3797 -0.2 -0.1 -0.1
C -0.0019 -5.1433 0.7668 0.0 0.1 -0.1
C 0.0000 -3.9132 1.5919 0.0 0.0 0.0
N 0.0025 -3.8496 2.8808 0.0 0.2 0.1
N 0.0049 -2.5119 3.1921 0.0 -0.3 0.0
C 0.0039 -1.7509 2.1172 0.0 0.3 0.2
S 0.0067 -0.0381 1.9933 0.0 0.6 -0.2
N 0.0005 -2.6017 1.0888 0.0 -0.4 -0.3
N -0.0026 -2.1448 -0.2343 0.0 0.8 -0.1
H 0.0026 -6.0016 1.4343 0.0 0.0 0.0
H 0.8813 -5.1976 0.1270 0.0 0.0 0.0
H -0.8905 -5.2004 0.1347 0.0 0.0 0.0
H 0.0069 -2.2302 4.1648 0.0 0.0 0.0
H 0.8165 -2.5112 -0.7110 0.1 0.0 0.1
H -0.8250 -2.5096 -0.7063 -0.1 0.0 0.1
```
Positions in Å, forces in eV/Å.

frontier orbital gap (alpha / beta) = 0.227 / 0.227 hartree
net charge = +3
spin multiplicity = 1

---

# 5
Formula: C20H21NO5S
Source: the OMol25 dataset
Level of theory: wB97M-V/def2-TZVPD

Structure (XYZ):
```
48
Properties=species:S:1:pos:R:3:forces:R:3
C 4.7159 -2.0739 -6.0660 0.0 -0.1 0.0
C 4.0538 -1.1807 -5.0651 -0.1 0.1 0.0
C 4.7928 -0.5824 -4.0493 -0.1 0.0 0.0
C 4.1797 0.2283 -3.1183 -0.1 0.0 0.1
C 2.8030 0.4605 -3.1618 0.5 -0.2 -0.3
C 2.2282 1.3479 -2.1228 -0.4 0.2 0.0
O 2.9333 2.0858 -1.4692 0.0 -0.1 0.0
C 0.7280 1.2446 -1.8733 0.2 0.3 0.2
C 0.4439 -0.1489 -1.2779 -0.2 0.1 0.1
C -0.8529 -0.1315 -0.4814 -0.3 -0.7 -0.4
N -0.7122 0.7422 0.6720 -0.9 0.3 0.4
S -2.0810 0.9772 1.5777 0.3 0.0 0.2
O -3.2050 0.3562 0.9333 0.3 0.0 -0.1
O -2.1848 2.3550 1.9661 0.3 -0.1 0.1
C -1.7051 0.0311 3.0543 -0.3 0.2 -0.4
C -0.9704 0.6208 4.0644 0.1 0.1 0.1
C -0.6810 -0.0998 5.2110 0.0 0.0 -0.1
C -1.1364 -1.4030 5.3386 0.0 0.0 0.0
C -1.8770 -1.9901 4.3262 0.0 0.1 -0.1
C -2.1632 -1.2706 3.1715 -0.1 0.1 0.0
C -2.9302 -1.9004 2.0498 0.2 -0.6 -0.1
O -2.4114 -2.4193 1.0960 0.0 -0.1 0.1
O -4.2361 -1.9138 2.2840 -0.6 0.1 0.3
C 0.2091 1.8519 0.5187 0.4 0.6 0.1
C 0.2436 2.3489 -0.9217 0.1 0.0 0.1
C 2.0637 -0.1347 -4.1827 0.0 0.2 0.2
C 2.6853 -0.9395 -5.1175 0.1 -0.1 -0.1
H 4.8015 -3.0827 -5.6605 0.0 -0.1 0.0
H 4.1377 -2.1274 -6.9850 0.0 0.0 -0.1
H 5.7186 -1.7209 -6.2962 0.1 0.0 -0.1
H 5.8584 -0.7532 -3.9953 0.1 0.0 0.0
H 4.7523 0.6990 -2.3331 0.0 0.0 0.1
H 0.2043 1.3464 -2.8273 0.0 -0.1 0.0
H 0.3737 -0.8959 -2.0683 0.0 0.0 0.1
H 1.2587 -0.4429 -0.6134 0.1 -0.1 0.0
H -1.6826 0.2039 -1.1163 0.1 -0.1 0.0
H -1.0964 -1.1313 -0.1158 0.0 0.1 -0.2
H -0.6533 1.6437 3.9398 0.1 0.1 0.1
H -0.1082 0.3544 6.0050 0.0 0.1 0.1
H -0.9180 -1.9651 6.2340 0.0 0.0 0.1
H -2.2341 -3.0037 4.4268 0.0 -0.1 0.0
H -4.7156 -2.2540 1.5114 0.3 0.0 0.0
H -0.1342 2.6438 1.1847 0.3 0.0 -0.1
H 1.2109 1.5364 0.8301 -0.1 0.1 0.0
H 0.9193 3.2032 -0.9854 -0.1 0.0 0.0
H -0.7586 2.6764 -1.2020 0.0 0.0 0.0
H 1.0034 0.0428 -4.2740 -0.1 0.0 0.0
H 2.0985 -1.3868 -5.9072 0.0 0.0 -0.1
```
Positions in Å, forces in eV/Å.

frontier orbital gap = 0.351 hartree
net charge = 0
spin multiplicity = 1
SMILES string = Cc1ccc(C(=O)C2CCN(S(=O)(=O)c3ccccc3C(=O)O)CC2)cc1

---

| no. | calculated total energy (hartree) |
| --- | --- |
| 1 | -1315.1846 |
| 2 | -3977.6482 |
| 3 | -1412.4137 |
| 4 | -1665.8398 |
| 5 | -1603.8823 |